Formula: C4H7NO
Source: OMol25
Level of theory: ωB97M-V/def2-TZVPD

Computed properties:
largest force on an atom	3.0	eV Å⁻¹
highest occupied orbital energy (alpha / beta)	-0.2887 / -0.2888	Eh
multiplicity	1
net charge	0
relative energy (zero: lowest compared OMol25 entry of this formula, charge and spin)	120.12	kcal per mole
DFT total energy	-7794.436	eV
frontier orbital gap (alpha / beta)	8.0 / 8.0	eV

Atoms and positions in Å:
H -1.1574 1.6802 -0.8059
H 0.3728 -1.7119 1.2218
O 2.7682 -0.3245 0.1628
C -0.5462 1.5040 0.0801
H -1.2001 -0.9806 -1.3770
H -1.1626 1.6373 0.9694
H -1.3291 -1.0943 1.1901
H 0.5093 -1.5602 -1.2772
C -0.3547 -1.0953 0.7146
N 2.0970 0.5494 -0.2330
C -0.2889 -1.0147 -0.7941
H 0.2328 2.2634 0.0980
C 0.0588 0.1474 0.0503